{"formula": "C7H20BiN5O5PS", "method": "the ωB97M-V functional and the def2-TZVPD basis", "species": ["Bi", "N", "N", "C", "N", "N", "N", "O", "O", "H", "H", "H", "H", "H", "S", "C", "C", "O", "P", "O", "C", "C", "O", "C", "C", "H", "H", "H", "H", "H", "H", "H", "H", "H", "H", "H", "H", "H", "H", "H"], "positions_angstrom": [[-0.23855, 2.17923, -1.81442], [-0.87074, -0.75954, -2.61122], [0.09432, -1.31631, -3.44502], [1.32181, -0.75573, -3.53082], [2.23149, -1.39558, -4.25809], [1.44964, 0.40652, -2.88014], [2.71465, 0.98699, -2.86807], [3.66914, 0.52083, -3.47157], [2.80853, 1.93868, -2.11720], [-1.17141, -1.41469, -1.90299], [-1.65395, -0.39232, -3.13766], [-0.10176, -2.14824, -3.97716], [2.01379, -2.26872, -4.70466], [3.13318, -0.95954, -4.38069], [-2.40590, 2.03146, -2.52349], [0.37544, 2.13284, 3.79164], [-0.15897, 2.27870, 2.39338], [-0.66113, 0.97530, 1.94358], [-0.52253, 0.51008, 0.44896], [-1.75699, -0.46414, 0.27099], [-3.10711, -0.03589, 0.65875], [-3.52884, -0.75944, 1.90810], [0.73757, -0.42748, 0.32002], [0.99194, -1.55572, 1.22420], [2.27710, -1.30792, 1.96547], [0.66525, 3.11493, 4.17070], [1.25147, 1.48337, 3.82048], [-0.38876, 1.72194, 4.45325], [0.61479, 2.62537, 1.70409], [-0.99545, 2.97150, 2.34669], [-3.73466, -0.27378, -0.19496], [-3.11608, 1.04902, 0.77838], [-3.48994, -1.83965, 1.75964], [-4.55867, -0.48911, 2.15021], [-2.89234, -0.49561, 2.75348], [1.05241, -2.43770, 0.58993], [0.14110, -1.67213, 1.89512], [3.09659, -1.12187, 1.26967], [2.52767, -2.18447, 2.56705], [2.18593, -0.45118, 2.63439]], "atomic_forces_ev_per_a": [[0.042, 0.018, 0.169], [0.227, -0.118, -0.106], [0.133, -0.023, 0.089], [-0.620, -0.101, -0.154], [-0.095, 0.049, 0.064], [0.774, 0.249, -0.394], [0.271, -0.300, 1.030], [-0.255, 0.216, -0.227], [-0.209, 0.174, -0.295], [-0.042, -0.076, 0.043], [-0.053, 0.002, 0.005], [-0.050, -0.063, -0.026], [-0.042, -0.038, 0.028], [0.006, -0.034, 0.000], [-0.140, 0.122, -0.017], [0.007, 0.002, 0.127], [0.034, -0.153, -0.098], [-0.025, 0.429, 0.529], [0.237, -0.133, -0.905], [-0.078, -0.112, 0.145], [0.114, 0.023, -0.105], [-0.064, -0.043, 0.080], [-0.077, -0.154, 0.126], [-0.064, 0.071, -0.063], [0.106, -0.010, 0.080], [-0.009, -0.058, -0.020], [-0.057, 0.031, -0.029], [0.041, 0.038, -0.041], [0.034, -0.046, -0.003], [-0.086, 0.021, 0.035], [-0.032, -0.036, -0.032], [0.004, -0.017, 0.046], [0.006, 0.048, -0.005], [0.049, -0.005, 0.008], [-0.023, 0.006, -0.043], [-0.002, 0.011, -0.036], [0.006, 0.004, 0.030], [-0.048, -0.023, 0.028], [-0.015, 0.054, -0.032], [-0.002, -0.026, -0.033]], "lowdin_charge": [1.0556, -0.0123, -0.0034, -0.3834, 0.2135, 0.0058, -0.4335, 0.0603, -0.0252, 0.0894, 0.0228, 0.1563, 0.1294, 0.0961, -0.2056, -0.0586, -0.2445, -0.2605, 0.5475, -0.2968, -0.2557, -0.0623, -0.2915, -0.2311, -0.0576, 0.0924, 0.0723, 0.0897, 0.1076, 0.1226, 0.1161, 0.1074, 0.0869, 0.0905, 0.0767, 0.1219, 0.1146, 0.0879, 0.0917, 0.0671], "mol_weight_g_mol": 526.3, "homo_lumo_gap_ha": 0.2814, "lumo_energy_ev": -3.95, "e_above_lowest_ev": 0.000, "homo_ev": -11.613, "e_tot_ha": -1882.57739, "charge": 1}